Record 1
# C9H14

A cluster of 2 separate species, C9H14 in total (the ωB97M-V functional and the def2-TZVPD basis, OMol25).

```
23
Properties=species:S:1:pos:R:3:forces:R:3:lowdin_charge:R:1
C -0.3806 -0.6877 2.2453 0.4 0.4 0.1 -0.0571
C -0.9491 -1.5057 -0.0135 0.4 -0.2 0.0 -0.0703
C 0.0616 -1.2948 0.9381 -0.9 1.0 -0.4 -0.2918
C -0.6639 -1.9581 -1.2834 0.5 0.2 -0.3 -0.0881
C 0.6707 -2.1497 -1.6428 0.3 -0.4 0.1 -0.1010
C 1.3750 -1.4271 0.5438 0.6 -0.4 0.0 -0.0576
C 1.6872 -1.8956 -0.7358 -0.4 0.2 0.1 -0.0876
H -1.9573 -1.2498 0.2434 -0.5 -0.1 0.2 0.1083
H -1.4350 -2.0949 -2.0312 -0.1 -0.1 0.1 0.1014
H -1.1950 -1.2579 2.6857 0.1 -0.1 0.2 0.0791
H -0.7537 0.3348 2.1209 -0.2 -0.2 -0.3 0.0644
H 0.9653 -2.5410 -2.6096 -0.3 0.1 -0.1 0.0978
H 2.1799 -1.1801 1.2298 -0.1 -0.1 0.0 0.1095
H 2.7126 -2.0424 -1.0496 0.0 0.1 0.1 0.0991
H 0.4460 -0.5330 2.9396 0.0 -0.5 0.2 0.0768
C -0.5865 3.4110 -0.4104 0.5 0.2 0.0 -0.1668
C -0.1310 1.9639 -0.5247 0.4 0.0 0.3 -0.1657
H -0.2023 4.0538 -1.2061 -0.3 -0.2 -0.2 0.0607
H -1.6693 3.4568 -0.3560 -0.1 0.2 -0.1 0.0599
H -0.1837 3.8719 0.4966 -0.1 -0.2 0.1 0.0624
H 0.9528 1.8558 -0.5780 0.1 0.2 0.1 0.0691
H -0.5027 1.4166 -1.3849 -0.4 0.1 -0.1 0.0646
H -0.4409 1.4533 0.3828 -0.1 -0.3 -0.1 0.0329
```
Forces are in eV/Å.

Electronic energy, eV: -9559.9537
Energy above the lowest of the compared OMol25 structures with the same formula, charge and spin, kJ/mol: 22.0
Highest occupied orbital energy, eV: -9.0
Orbital gap, eV: 10.034
Molecular weight, g/mol: 122.211
LUMO level, eV: 1.00
SMILES: Cc1ccccc1.CC

***

Record 2
# C9H14

A cluster of 2 separate species, C9H14 in total (the ωB97M-V functional and the def2-TZVPD basis, OMol25).

```
23
Properties=species:S:1:pos:R:3:forces:R:3:lowdin_charge:R:1
C -0.2948 -2.7648 -1.3968 0.3 0.0 -0.1 -0.0612
C -1.6842 -1.3611 0.1826 -0.8 0.0 0.8 -0.0544
C -0.5008 -1.9583 -0.1522 1.2 0.8 0.6 -0.2849
C -1.7750 -0.4758 1.3035 0.7 -1.1 -1.0 -0.0854
C -0.6990 -0.4355 2.1415 0.9 1.0 0.2 -0.1131
C 0.6632 -1.7174 0.6686 -1.2 -1.4 -1.3 -0.0580
C 0.5462 -1.0630 1.8459 -1.1 0.5 0.8 -0.0879
H -2.5813 -1.7466 -0.2909 -0.1 0.6 -0.4 0.1064
H -2.6004 0.1939 1.4908 -0.4 -0.4 0.0 0.0988
H 0.3856 -3.5831 -1.1595 -0.1 -0.2 -0.3 0.0752
H 0.1942 -2.1301 -2.1412 0.1 -0.1 0.0 0.0839
H -0.7755 0.2520 2.9750 0.2 -0.2 0.3 0.0961
H 1.5452 -2.2636 0.3532 0.3 0.3 0.3 0.1069
H 1.3360 -1.0532 2.5837 0.2 0.2 -0.1 0.1003
H -1.1940 -3.1391 -1.8820 -0.2 -0.1 0.3 0.0762
C 1.2450 2.6578 -1.4419 1.4 -0.6 -0.7 -0.1799
C 0.5436 3.1343 -0.2021 0.3 1.1 1.1 -0.1737
H 0.9688 1.6386 -1.7179 -0.2 0.1 0.0 0.0566
H 1.1541 3.2705 -2.3348 -0.7 0.2 0.0 0.0574
H 2.3407 2.6284 -1.3527 -0.2 -0.1 0.4 0.0634
H -0.0387 2.3539 0.2819 -0.5 0.2 -0.3 0.0508
H 0.0221 4.0817 -0.3654 -0.7 -0.5 -0.2 0.0631
H 1.1990 3.4803 0.6108 0.5 -0.4 -0.3 0.0632
```
Forces are in eV/Å.

Electronic energy, eV: -9559.3757
Energy above the lowest of the compared OMol25 structures with the same formula, charge and spin, kJ/mol: 77.7
Highest occupied orbital energy, eV: -9.0
Orbital gap, eV: 9.978
Molecular weight, g/mol: 122.211
LUMO level, eV: 1.00
SMILES: Cc1ccccc1.CC